# 1
{"formula": "C5H11BO2", "method": "ωB97M-V with the def2-TZVPD basis set", "smiles": "C[C@@H]1OBOC1(C)C", "total_charge": 0, "gap_ev": 11.2710, "e_tot_ev": -10135.459, "species": ["O", "O", "C", "C", "C", "C", "C", "B", "H", "H", "H", "H", "H", "H", "H", "H", "H", "H", "H"], "positions_angstrom": [[1.008, 0.416, -1.231], [1.889, 0.035, 0.782], [0.387, -0.294, 0.899], [-0.393, -1.461, -1.217], [-1.308, 0.763, -0.814], [-0.129, -0.088, -0.618], [-0.154, 0.675, 1.937], [2.076, 0.422, -0.439], [0.103, -1.520, -2.258], [-1.773, 0.855, -1.758], [-0.896, 1.830, -0.490], [0.399, -2.136, -0.689], [3.166, 0.758, -0.746], [-0.283, 1.646, 1.580], [-2.210, 0.409, -0.155], [-1.382, -1.920, -1.380], [-1.186, 0.246, 2.318], [0.202, -1.308, 1.355], [0.485, 0.672, 2.923]], "atomic_forces_ev_per_a": [[-0.40, 1.02, -2.33], [-2.80, -2.10, 3.21], [0.64, 1.02, 0.84], [3.52, -2.39, -1.61], [-1.07, 3.06, 3.53], [-0.34, -2.76, 1.10], [-0.92, -2.69, 3.11], [2.02, 0.90, -1.48], [-1.03, 0.62, 1.22], [0.30, -0.19, -1.48], [-1.62, -1.80, -0.60], [-1.95, 0.39, -0.65], [0.05, 0.15, -0.45], [-0.15, 1.64, -0.43], [1.87, 0.82, -0.73], [0.31, 0.50, 0.90], [1.74, 1.04, -0.90], [0.76, 0.74, -1.13], [-0.94, 0.03, -2.12]]}


# 2
{"formula": "C5H11BaO3", "method": "ωB97M-V with the def2-TZVPD basis set", "total_charge": 0, "s_squared": 0.75, "spin_multiplicity": 2, "gap_ev": [4.7089, 5.3742], "e_tot_ev": -12194.476, "species": ["Ba", "O", "O", "O", "C", "C", "C", "C", "C", "H", "H", "H", "H", "H", "H", "H", "H", "H", "H", "H"], "positions_angstrom": [[-1.245, 1.536, 2.114], [-1.712, -0.260, 0.434], [0.489, 1.311, 0.140], [3.266, 1.360, -1.059], [-2.871, -1.077, 0.511], [-0.798, -0.601, -0.603], [2.849, 0.348, -0.309], [1.599, 0.657, 0.801], [-0.078, 0.671, -0.993], [0.704, 0.456, -1.732], [2.491, -0.540, -0.892], [-0.797, 1.400, -1.392], [3.624, -0.102, 0.366], [2.026, 1.419, 1.469], [-3.482, -0.746, 1.358], [-1.307, -1.011, -1.486], [-2.564, -2.117, 0.696], [-0.124, -1.377, -0.212], [1.375, -0.346, 1.209], [-3.448, -0.981, -0.420]], "atomic_forces_ev_per_a": [[0.53, 0.55, 0.25], [-0.63, 0.02, 0.01], [-0.63, -0.01, 0.75], [-1.03, -0.69, 0.94], [-0.04, -0.48, -0.10], [0.54, -0.32, -0.43], [0.18, 0.77, -0.08], [1.93, -0.07, -1.97], [0.53, -0.11, -0.14], [-0.14, 0.17, 0.08], [-0.36, -0.12, 0.06], [0.18, -0.23, -0.07], [-0.18, 0.09, 0.23], [-0.34, -0.43, 0.13], [0.11, 0.05, -0.14], [-0.13, 0.12, 0.26], [-0.23, 0.16, -0.17], [-0.03, 0.22, -0.21], [-0.36, 0.50, 0.34], [0.09, -0.16, 0.26]]}